No. 1
Entry from OMol25: a cluster of 4 separate species, C5H19NO3S in total at a distorted geometry (ωB97M-V with the def2-TZVPD basis set).

```
29
Properties=species:S:1:pos:R:3:forces:R:3:mulliken_charge:R:1
C -2.42276 1.70595 2.36913 0.65 -0.32 0.93 -1.26
C -1.33247 1.71490 1.27576 -0.84 0.08 0.27 -0.25
C -0.00508 1.04469 1.60101 -0.38 -0.97 -0.65 -0.85
N 0.53509 0.44099 0.37407 -0.18 1.23 -0.15 0.02
C 1.65012 -0.42452 0.56651 1.30 -0.06 -0.80 -0.64
C 1.78930 -1.43553 -0.57398 -0.43 1.27 0.25 -0.79
S 2.04463 -0.61898 -2.17187 0.35 -0.29 -0.16 -0.15
H -3.22941 0.98998 2.22898 -0.22 0.27 -0.58 0.29
H -2.08473 1.41537 3.37359 0.57 0.10 -0.21 0.35
H -2.75786 2.72351 2.50721 -0.71 0.08 -0.08 0.33
H -1.76779 1.27323 0.37755 0.13 -0.18 0.00 0.30
H -1.20307 2.76543 1.02076 0.46 -0.01 -0.13 0.32
H -0.09210 0.20313 2.29032 -0.59 0.01 0.62 0.37
H 0.66845 1.73653 2.10022 0.40 0.15 -0.34 0.32
H -0.20418 0.01794 -0.17315 -0.19 -0.17 0.31 0.24
H 1.63243 -0.99642 1.48088 -0.35 -0.32 0.84 0.40
H 2.54325 0.20001 0.60948 0.28 -0.06 0.11 0.28
H 2.54951 -2.17522 -0.38372 0.37 -0.06 -0.07 0.41
H 0.83888 -1.91454 -0.60519 -0.68 -0.88 -0.20 0.28
H 0.84206 -0.04170 -2.19822 0.00 0.08 -0.13 0.08
O -2.87798 -1.25150 -0.68385 -0.13 -0.01 -0.12 -0.59
H -3.70351 -1.48302 -0.24782 -0.04 0.12 -0.01 0.30
H -2.34272 -2.04456 -0.57996 0.21 0.07 0.16 0.30
O -1.08784 -2.79028 1.13338 -0.18 0.02 -0.64 -0.55
H -0.61188 -2.41339 1.87360 0.00 -0.17 0.28 0.28
H -1.40207 -3.66965 1.35890 0.22 0.04 0.35 0.26
O 0.87937 2.57830 -2.01458 -0.08 0.02 0.20 -0.68
H 1.08228 3.44363 -1.65485 0.03 0.24 -0.12 0.29
H 0.84239 2.02293 -1.22094 0.02 -0.30 0.06 0.35
```
Forces are in eV/Å.

Values from the calculation:
SMILES: CCCNCCS.O.O.O
Kohn-Sham gap: 0.3238 Ha
ΔE to the lowest compared entry with this formula, charge and spin: 17.3 kJ/mol
lowest unoccupied orbital energy: 0.2 eV
molar mass: 173.3 g/mol


No. 2
Entry from OMol25: a structure of composition C40H43BN9SSbSe4Tc at a distorted geometry (ωB97M-V with the def2-TZVPD basis set).

```
100
Properties=species:S:1:pos:R:3:forces:R:3:lowdin_spin:R:1
Tc 0.57778 -1.35882 0.45316 -4.17 0.90 1.24 0.45
C 0.58188 2.34168 4.45746 0.04 -0.09 -0.09 0.00
C 0.50008 0.93508 3.98976 0.14 -0.27 0.25 0.00
C 0.79578 -0.20852 4.69936 -0.30 0.14 -0.22 0.00
C 0.69618 -1.25542 3.77646 -0.23 0.89 -0.47 0.00
N 0.34008 -0.76272 2.58586 0.13 -0.90 0.69 0.01
N 0.20618 0.58048 2.72166 0.07 -0.11 0.39 0.00
B -0.12282 1.33448 1.42646 0.51 -0.33 0.22 0.00
N 0.92908 2.33848 0.95216 0.19 0.29 -0.26 0.00
N 1.82648 1.82328 0.09626 0.20 0.10 -0.87 0.00
C 2.49598 2.82668 -0.45824 -0.77 0.03 0.91 0.00
C 2.02738 4.03888 0.08296 -0.08 0.11 0.13 0.00
C 1.02318 3.68698 0.95716 0.12 0.31 -0.11 0.00
C 0.15528 4.61348 1.73706 0.07 0.00 0.05 0.00
C 3.42988 2.64128 -1.55674 0.19 0.00 -0.38 0.00
C 3.93298 1.39148 -1.90214 -0.08 -0.27 0.22 0.00
C 4.77258 1.23568 -2.98524 0.00 0.13 -0.14 0.00
C 5.11808 2.33348 -3.75404 0.15 0.04 -0.21 0.00
C 4.60888 3.58238 -3.43784 0.07 0.12 -0.14 0.00
C 3.77148 3.73468 -2.35234 -0.05 -0.04 0.19 0.00
N -1.55702 1.87118 1.27306 -0.44 0.11 0.07 0.00
N -1.90732 1.85688 -0.01604 -0.15 -0.10 -0.78 0.00
C -3.22472 1.99428 -0.09694 0.63 0.09 0.76 0.00
C -3.74692 2.14348 1.20556 0.05 0.10 -0.05 0.00
C -2.65492 2.04448 2.04826 -0.13 -0.16 -0.01 0.00
C -2.62662 2.05498 3.53756 -0.02 0.06 -0.02 0.00
C -3.84232 1.69878 -1.38444 -0.18 -0.13 -0.38 0.00
C -3.05012 1.71848 -2.53604 -0.05 0.06 0.07 0.00
C -3.51012 1.18228 -3.72184 -0.05 0.02 -0.04 0.00
C -4.78572 0.64108 -3.78854 -0.04 -0.02 -0.16 0.00
C -5.60112 0.66638 -2.67064 -0.17 -0.05 -0.12 0.00
C -5.13742 1.19158 -1.47774 0.09 0.13 0.12 0.00
C 0.98758 -2.65982 4.00606 -0.01 -0.34 -0.01 0.00
C 2.05848 -2.99882 4.83366 -0.12 -0.04 -0.07 0.00
C 2.36568 -4.32942 5.04456 -0.03 0.00 0.16 0.00
C 1.60568 -5.32092 4.44296 -0.07 -0.11 -0.06 0.00
C 0.53928 -4.98632 3.62246 -0.03 -0.03 0.12 0.00
C 0.22328 -3.65782 3.40586 0.05 0.20 0.08 0.00
H 0.10018 2.45348 5.43116 -0.05 0.07 -0.07 0.00
H 0.11248 2.99428 3.73206 -0.07 0.25 0.06 0.00
H 1.63158 2.62418 4.55656 0.02 0.04 -0.09 0.00
H 1.07578 -0.28112 5.73156 0.08 0.03 0.18 0.00
H -0.08562 0.47608 0.58046 0.09 -0.13 -0.24 0.00
H 2.37228 5.03898 -0.10634 -0.01 0.14 -0.08 0.00
H 0.03498 5.53688 1.17066 -0.08 0.02 0.03 0.00
H 0.61418 4.87138 2.69386 -0.09 0.00 0.07 0.00
H -0.82782 4.17948 1.90996 -0.06 0.07 0.06 0.00
H 3.67688 0.52308 -1.31374 -0.09 -0.01 0.18 0.00
H 5.14408 0.25288 -3.23144 0.10 -0.13 0.02 0.00
H 5.78218 2.22058 -4.59834 0.06 -0.03 -0.13 0.00
H 4.84438 4.44418 -4.05004 0.08 0.01 -0.03 0.00
H 3.35908 4.70608 -2.11964 -0.02 0.08 -0.01 0.00
H -4.76252 2.33278 1.49796 -0.18 -0.11 0.09 0.00
H -3.62002 1.81478 3.91586 0.02 0.04 0.04 0.00
H -2.33442 3.03448 3.92236 0.00 0.00 0.08 0.00
H -1.91982 1.31738 3.91356 -0.08 -0.01 0.06 0.00
H -2.05392 2.12888 -2.46864 0.10 -0.01 0.04 0.00
H -2.86562 1.15918 -4.58964 0.06 0.03 -0.09 0.00
H -5.13382 0.19938 -4.71194 -0.05 -0.04 -0.05 0.00
H -6.59722 0.24198 -2.71774 -0.01 0.02 0.00 0.00
H -5.77512 1.16588 -0.60454 0.05 -0.04 0.13 0.00
H 2.66418 -2.21402 5.26766 0.03 0.03 -0.08 0.00
H 3.20448 -4.59402 5.67326 0.09 -0.03 0.01 0.00
H 1.85568 -6.35962 4.60126 0.04 -0.13 0.01 0.00
H -0.04252 -5.75432 3.13376 0.00 -0.09 -0.05 0.00
H -0.59762 -3.37452 2.75616 0.12 -0.02 0.03 0.00
Se 5.27798 -3.69762 -0.36144 0.18 -0.17 -0.25 0.00
Sb 3.64378 -3.26032 1.36306 -0.59 0.28 -0.38 0.00
Se 2.84298 -0.76302 0.82686 2.48 -0.83 -0.84 0.00
Se 1.30348 -3.65392 0.24156 0.78 -1.60 -0.22 -0.01
Se 3.74108 0.14468 2.66436 0.51 0.97 1.37 0.02
N 1.68688 -1.39372 -6.57684 0.03 0.61 0.87 0.00
C 0.96618 -0.53172 -5.77714 -0.49 0.28 -2.96 0.01
S -0.05712 0.54968 -6.55644 0.36 -0.31 0.24 0.02
C 1.04428 -0.64922 -4.37004 0.38 -0.32 3.11 0.02
C 1.93388 -1.52702 -3.69764 -0.72 0.80 -1.38 0.00
C 1.86818 -1.68172 -2.34754 0.09 -0.28 1.48 0.01
N 0.96778 -1.05292 -1.54684 -0.11 -0.18 -1.77 0.00
C 0.18678 -0.12562 -2.16674 0.21 -0.36 0.93 0.01
C 0.20638 0.10378 -3.50684 0.37 -0.32 -1.38 0.00
H 1.75658 -1.10192 -7.53834 -0.10 -0.06 0.02 0.00
H 2.50988 -1.82712 -6.18764 -0.06 -0.09 0.01 0.00
H 2.67438 -2.11192 -4.22164 0.05 -0.10 -0.02 0.00
H 2.55198 -2.38262 -1.87684 -0.14 0.11 0.24 0.00
H -0.50042 0.43408 -1.54144 0.09 -0.08 0.13 0.00
H -0.46022 0.84478 -3.92254 -0.01 -0.05 -0.04 0.00
C -2.55962 -2.31752 -1.52374 0.09 -0.07 0.25 0.01
C -2.32342 -2.55962 -0.01604 -1.14 -0.50 -0.39 0.05
C -2.27002 -4.08122 0.23556 0.29 0.31 -0.08 0.01
C -3.51412 -1.96412 0.76646 0.24 -0.09 -0.11 0.02
N -1.14232 -1.91642 0.35406 1.89 1.10 -0.09 0.35
H -3.50992 -2.75312 -1.82804 -0.16 -0.04 -0.10 0.00
H -1.75652 -2.77172 -2.10034 0.11 -0.06 -0.06 0.00
H -2.57322 -1.25052 -1.73624 -0.05 0.15 -0.01 0.00
H -3.15422 -4.56442 -0.17684 -0.19 0.01 -0.03 0.00
H -2.21942 -4.29152 1.30206 0.05 -0.04 0.11 0.00
H -1.38562 -4.49632 -0.24274 0.07 -0.08 0.03 0.00
H -4.44072 -2.45732 0.47686 -0.20 -0.04 -0.05 0.00
H -3.58992 -0.89922 0.55916 -0.05 0.17 -0.01 0.00
H -3.36442 -2.09602 1.83646 0.06 -0.02 0.12 0.00
```
Forces are in eV/Å.

Values from the calculation:
total charge: -2
Kohn-Sham gap (alpha / beta): 0.1442 / 0.1453 Ha
ΔE to the lowest compared entry with this formula, charge and spin: 244.3 kJ/mol
spin multiplicity: 2
<S²>: 0.77
lowest unoccupied orbital energy (alpha / beta): 2.9 / 2.9 eV
molar mass: 1228.3 g/mol


No. 3
Entry from OMol25: a cluster of 2 separate species, C7H16O2 in total at a distorted geometry (ωB97M-V with the def2-TZVPD basis set).

```
25
Properties=species:S:1:pos:R:3:forces:R:3:mulliken_charge:R:1
C -0.27107 4.21065 2.09058 -0.05 0.11 0.11 -1.45
C 0.30088 3.27687 1.02270 0.16 -0.14 0.11 0.82
C 0.73113 4.06633 -0.21351 0.02 0.09 -0.14 -1.53
C -0.67820 2.16367 0.63202 -0.01 0.00 -0.26 -0.84
C -1.00691 1.18257 1.75496 0.06 -0.01 0.19 -0.70
C -1.89046 0.05527 1.29768 0.10 -0.52 -0.14 0.16
C -1.78185 -1.29684 1.84871 0.16 -0.08 0.08 -0.46
O -1.24946 -1.02405 0.55115 -0.52 0.65 0.48 -0.39
H -0.50126 3.68076 3.02576 0.05 0.13 -0.25 0.35
H -1.19831 4.68576 1.73130 0.23 -0.11 0.09 0.30
H 0.44525 5.00974 2.33243 -0.20 -0.20 -0.06 0.41
H 1.20046 2.79250 1.44256 -0.19 0.10 -0.09 0.21
H -0.13582 4.56334 -0.67729 0.22 -0.12 0.11 0.32
H 1.18459 3.40752 -0.96866 -0.13 0.18 0.20 0.38
H 1.46515 4.84276 0.04719 -0.19 -0.19 -0.07 0.41
H -0.24900 1.59857 -0.21077 -0.15 0.11 0.20 0.31
H -1.61210 2.61958 0.25949 0.21 -0.09 0.06 0.34
H -1.53029 1.69647 2.57606 0.11 -0.08 -0.15 0.24
H -0.07955 0.76528 2.17744 -0.19 0.06 -0.12 0.29
H -2.88222 0.35355 0.93793 0.37 -0.14 -0.22 0.32
H -2.66256 -1.94508 1.85756 0.25 0.13 0.06 0.26
H -1.02572 -1.49624 2.61234 -0.23 -0.01 -0.11 0.24
O -2.34084 -0.84154 -2.18317 0.65 -1.24 0.16 -0.63
H -1.90583 -1.69244 -1.90150 -0.70 1.44 -0.25 0.31
H -3.28339 -0.99775 -2.07967 -0.01 -0.08 0.02 0.30
```
Forces are in eV/Å.

Values from the calculation:
SMILES: CC(C)CC[C@@H]1CO1.O
Kohn-Sham gap: 0.4079 Ha
ΔE to the lowest compared entry with this formula, charge and spin: 174.5 kJ/mol
lowest unoccupied orbital energy: 0.9 eV
molar mass: 132.2 g/mol